No. 1
The following is a DFT calculation (wB97M-V/def2-TZVPD) of a structure of composition C15H30CdClO19 in a non-equilibrium geometry.

Its multiplicity is 1. Its total charge is +1. As for the energy above the lowest of the compared OMol25 structures with the same formula, charge and spin: 1.409 eV. Its HOMO energy is -11.21 eV. The calculated total energy comes out at -2646.5949 hartree. The calculation puts the HOMO-LUMO gap at 9.11 eV.

Last column: Löwdin charge in e.
Geometry (Å):
Cd1 5.797 23.273 14.596  1.408
Cl1 3.857 24.541 11.546  0.646
O1 4.057 25.965 11.566  -0.339
O2 4.341 23.987 12.795  -0.479
O3 2.442 24.271 11.499  -0.349
O4 4.577 23.911 10.466  -0.337
C1 9.500 20.429 17.404  -0.004
O5 8.550 20.881 16.430  0.041
C2 7.471 21.510 16.820  -0.604
O6 6.805 22.183 16.076  0.023
O7 7.284 21.478 18.121  0.011
C3 6.103 22.092 18.626  -0.002
H1 9.277 19.430 17.772  0.106
H2 9.487 21.076 18.281  0.100
H3 10.496 20.480 16.976  0.102
H4 6.092 23.176 18.523  0.096
H5 6.046 21.833 19.680  0.106
H6 5.221 21.675 18.138  0.106
C4 1.723 21.790 13.909  0.002
O8 2.368 20.643 14.471  0.033
C5 3.664 20.735 14.686  -0.594
O9 4.341 21.718 14.590  0.030
O10 4.164 19.591 15.111  0.021
C6 3.568 18.340 14.834  -0.037
H7 1.822 21.875 12.826  0.103
H8 2.107 22.710 14.345  0.084
H9 0.652 21.708 14.076  0.104
H10 3.288 18.230 13.786  0.103
H11 2.670 18.177 15.431  0.101
H12 4.242 17.514 15.051  0.099
C7 9.797 20.740 12.155  -0.012
O11 8.793 21.589 12.710  0.021
C8 7.521 21.325 12.532  -0.589
O12 6.667 21.861 13.185  0.045
O13 7.325 20.334 11.695  0.029
C9 6.026 19.798 11.545  -0.010
H13 9.794 20.796 11.069  0.107
H14 9.703 19.724 12.535  0.105
H15 10.757 21.107 12.514  0.098
H16 5.734 19.108 12.344  0.096
H17 6.078 19.163 10.662  0.106
H18 5.206 20.511 11.471  0.108
C10 9.633 24.121 15.381  -0.011
O14 9.342 25.350 14.736  0.025
C11 8.089 25.547 14.375  -0.586
O15 7.208 24.726 14.442  0.027
O16 7.877 26.768 13.979  0.057
C12 8.915 27.765 14.021  0.012
H19 8.966 23.909 16.213  0.093
H20 10.673 24.053 15.685  0.108
H21 9.519 23.293 14.675  0.092
H22 9.373 27.738 15.008  0.102
H23 8.437 28.691 13.729  0.106
H24 9.690 27.502 13.300  0.105
C13 3.131 25.381 18.763  -0.007
O17 3.891 24.713 17.760  0.032
C14 3.915 25.084 16.507  -0.596
O18 4.624 24.600 15.663  0.025
O19 3.068 26.051 16.237  0.012
C15 2.701 26.221 14.853  0.018
H25 2.287 25.938 18.368  0.101
H26 3.758 26.043 19.357  0.104
H27 2.732 24.624 19.434  0.100
H28 2.470 25.253 14.412  0.086
H29 3.498 26.717 14.302  0.104
H30 1.828 26.866 14.811  0.107


No. 2
The following is a DFT calculation (wB97M-V/def2-TZVPD) of a cluster of 9 separate species, C15H30Cl12O9 in total.

Its multiplicity is 1. Its total charge is 0. As for the energy above the lowest of the compared OMol25 structures with the same formula, charge and spin: 0.000 eV. Its HOMO energy is -10.60 eV. As for the SMILES: COC(=O)OC.COC(=O)OC.COC(=O)OC.ClCCl.ClCCl.ClCCl.ClCCl.ClCCl.ClCCl. The calculated total energy comes out at -6789.0191 hartree. The calculation puts the HOMO-LUMO gap at 10.85 eV.

Last column: Löwdin charge in e.
Geometry (Å):
C1 -22.614 25.006 -33.990  -0.031
O1 -22.408 23.854 -33.181  -0.011
C2 -23.039 22.764 -33.600  -0.633
O2 -23.874 22.729 -34.474  0.097
O3 -22.606 21.750 -32.873  -0.009
C3 -23.127 20.460 -33.190  -0.042
H1 -22.145 25.855 -33.504  0.096
H2 -23.675 25.213 -34.125  0.098
H3 -22.153 24.874 -34.972  0.098
H4 -22.777 20.171 -34.178  0.059
H5 -24.214 20.455 -33.111  0.104
H6 -22.750 19.791 -32.424  0.089
C4 -20.116 23.491 -30.765  -0.039
O4 -19.286 22.597 -30.039  0.016
C5 -18.823 23.022 -28.871  -0.616
O5 -18.924 24.133 -28.420  0.117
O6 -18.228 21.990 -28.272  0.006
C6 -17.651 22.269 -26.999  -0.043
H7 -21.144 23.130 -30.706  0.092
H8 -19.795 23.496 -31.800  0.056
H9 -20.132 24.501 -30.358  0.094
H10 -17.625 21.345 -26.432  0.091
H11 -18.234 23.004 -26.446  0.092
H12 -16.641 22.664 -27.123  0.098
C7 -16.010 20.409 -36.767  -0.031
O7 -15.975 19.855 -38.083  0.002
C8 -16.111 20.709 -39.081  -0.625
O8 -16.467 21.859 -38.997  0.094
O9 -15.779 20.090 -40.209  0.013
C9 -15.804 20.897 -41.376  -0.036
H13 -15.619 19.680 -36.066  0.084
H14 -17.049 20.634 -36.519  0.066
H15 -15.413 21.316 -36.694  0.104
H16 -15.357 21.874 -41.206  0.103
H17 -16.821 21.066 -41.739  0.058
H18 -15.261 20.349 -42.140  0.099
Cl1 -24.494 20.125 -38.597  0.513
C10 -23.884 21.119 -37.266  -1.042
Cl2 -23.492 22.766 -37.751  0.525
H19 -24.634 21.147 -36.488  0.018
H20 -22.963 20.671 -36.914  -0.001
Cl3 -19.301 22.549 -42.204  0.522
C11 -19.387 21.606 -40.699  -1.043
Cl4 -21.031 21.060 -40.356  0.498
H21 -18.789 20.716 -40.833  0.004
H22 -19.037 22.257 -39.912  -0.027
Cl5 -17.643 18.762 -33.651  0.520
C12 -18.957 17.588 -33.850  -0.980
Cl6 -20.449 18.443 -34.242  0.559
H23 -18.708 16.994 -34.718  -0.041
H24 -19.051 16.985 -32.958  0.034
Cl7 -18.879 15.944 -37.238  0.533
C13 -19.378 17.057 -38.528  -0.983
Cl8 -19.413 18.732 -38.002  0.563
H25 -18.671 16.968 -39.342  0.030
H26 -20.367 16.744 -38.836  0.029
Cl9 -19.299 22.183 -34.332  0.573
C14 -20.059 21.490 -35.760  -1.040
Cl10 -19.606 22.385 -37.215  0.578
H27 -19.679 20.482 -35.869  -0.072
H28 -21.142 21.446 -35.696  0.006
Cl11 -16.340 25.641 -37.013  0.508
C15 -17.464 24.930 -38.175  -1.070
Cl12 -17.327 25.704 -39.758  0.507
H29 -17.274 23.866 -38.264  -0.033
H30 -18.477 25.073 -37.814  0.001


No. 3
The following is a DFT calculation (wB97M-V/def2-TZVPD) of a structure of composition C15H30Cl2NPPb in a non-equilibrium geometry.

Its multiplicity is 1. Its total charge is 0. Its HOMO energy (spin up / spin down) is -7.87 / -7.63 eV. The calculated total energy comes out at -2098.7636 hartree. The calculation puts the HOMO-LUMO gap (spin up / spin down) at 5.53 / 5.07 eV.

Last column: Löwdin charge in e.
Geometry (Å):
Pb1 -1.191 -1.439 0.715  0.752
Cl1 1.737 0.093 1.244  -0.215
Cl2 -2.778 -2.295 -0.996  -0.228
H1 -0.618 -0.249 1.981  -0.099
H2 -0.097 -0.896 -0.775  -0.088
P1 -0.009 1.593 -0.750  0.969
C1 1.574 2.211 -1.546  -0.549
C2 -1.235 1.982 -2.154  -0.551
C3 -0.288 3.038 0.470  -0.535
C4 2.356 0.978 -2.010  -0.162
H3 2.132 2.689 -0.721  0.106
C5 1.453 3.209 -2.694  -0.124
H4 0.945 2.791 -3.568  0.065
H5 2.469 3.465 -3.018  0.086
H6 0.956 4.139 -2.412  0.053
H7 2.528 0.323 -1.149  -0.009
H8 3.325 1.294 -2.425  0.080
H9 1.796 0.416 -2.770  0.067
H10 0.581 2.912 1.143  0.081
C6 -1.575 2.813 1.288  -0.143
C7 -0.214 4.435 -0.152  -0.120
H11 0.790 4.672 -0.528  0.064
H12 -0.435 5.169 0.633  0.082
H13 -0.964 4.569 -0.946  0.077
H14 -2.047 1.837 1.073  0.028
H15 -2.280 3.643 1.113  0.076
H16 -1.317 2.822 2.357  0.077
C8 -1.053 0.969 -3.297  -0.124
H17 -0.930 2.989 -2.484  0.078
C9 -2.705 2.017 -1.744  -0.117
H18 -0.125 1.106 -3.860  0.054
H19 -1.871 1.093 -4.023  0.081
H20 -1.081 -0.066 -2.920  0.056
H21 -3.022 1.054 -1.311  0.065
H22 -3.300 2.210 -2.651  0.082
H23 -2.926 2.834 -1.051  0.059
N1 1.139 -3.184 1.585  0.030
C10 0.805 -4.282 2.353  -0.348
C11 0.284 -5.444 1.731  -0.044
C12 0.071 -6.592 2.505  -0.094
C13 0.333 -6.582 3.887  -0.107
C14 0.686 -5.375 4.517  -0.093
C15 0.922 -4.225 3.759  -0.039
H24 1.498 -3.336 0.651  0.097
H25 1.492 -2.328 2.024  -0.002
H26 0.111 -5.430 0.647  0.111
H27 -0.275 -7.502 2.005  0.103
H28 0.309 -7.518 4.456  0.099
H29 0.795 -5.335 5.601  0.102
H30 1.248 -3.289 4.218  0.112


No. 4
The following is a DFT calculation (wB97M-V/def2-TZVPD) of a structure of composition C15H30CrF4N2O23S4 in a non-equilibrium geometry.

Its multiplicity is 4. Its total charge is +1. As for the energy above the lowest of the compared OMol25 structures with the same formula, charge and spin: 0.000 eV. Its HOMO energy (spin up / spin down) is -12.01 / -12.01 eV. The calculated total energy comes out at -5466.0289 hartree. The expectation value of S² is 3.7686. The calculation puts the HOMO-LUMO gap (spin up / spin down) at 6.21 / 7.49 eV.

Last column: Löwdin charge in e.
Geometry (Å):
Cr1 -0.955 1.156 0.920  1.068
N1 -0.236 -0.224 -0.202  -0.343
S1 -0.010 -0.314 -1.799  0.515
O1 -0.756 -1.356 -2.409  -0.177
O2 1.246 0.071 -2.333  -0.211
F1 -0.866 1.006 -2.116  -0.174
S2 0.317 -1.805 0.138  0.594
O3 1.535 -2.233 -0.416  -0.170
O4 -0.793 -2.645 0.382  -0.204
F2 0.700 -1.413 1.656  -0.164
N2 -2.782 1.457 0.326  -0.363
S3 -3.715 2.881 0.287  0.571
O5 -4.344 3.074 1.537  -0.203
O6 -4.349 3.254 -0.915  -0.177
F3 -2.443 3.845 0.324  -0.163
S4 -3.895 0.433 -0.311  0.509
O7 -3.846 0.338 -1.714  -0.185
O8 -5.124 0.341 0.374  -0.184
F4 -3.037 -0.869 0.079  -0.199
C1 8.073 -3.043 -0.801  -0.030
O9 7.375 -1.810 -0.995  -0.002
C2 6.305 -1.872 -1.782  -0.623
O10 5.918 -2.849 -2.359  0.147
O11 5.778 -0.648 -1.836  -0.011
C3 4.525 -0.533 -2.482  -0.065
H1 7.524 -3.721 -0.155  0.099
H2 9.015 -2.720 -0.368  0.096
H3 8.295 -3.517 -1.755  0.099
H4 4.161 0.484 -2.608  0.093
H5 3.791 -1.139 -1.948  0.082
H6 4.507 -0.888 -3.518  0.107
C4 0.394 3.709 -2.568  0.033
O12 0.609 4.409 -1.324  0.059
C5 0.242 3.841 -0.219  -0.582
O13 -0.201 2.700 -0.133  -0.012
O14 0.467 4.568 0.837  0.046
C6 0.750 5.984 0.714  0.029
H7 1.044 2.861 -2.778  0.100
H8 0.520 4.432 -3.367  0.110
H9 -0.641 3.371 -2.567  0.101
H10 1.717 6.127 0.235  0.106
H11 0.908 6.355 1.722  0.104
H12 -0.087 6.444 0.203  0.113
C7 -0.399 -1.096 5.400  0.032
O15 -0.523 -0.392 4.145  0.033
C8 -1.562 -0.607 3.401  -0.560
O16 -1.675 -0.069 2.290  -0.010
O17 -2.406 -1.466 3.853  0.072
C9 -3.481 -1.899 2.989  0.050
H13 -1.245 -0.945 6.064  0.113
H14 0.516 -0.733 5.852  0.099
H15 -0.322 -2.163 5.200  0.115
H16 -4.112 -2.589 3.530  0.113
H17 -3.095 -2.266 2.041  0.093
H18 -4.098 -1.046 2.691  0.104
C10 -3.838 -3.322 -1.464  -0.039
O18 -3.733 -3.114 -2.869  0.013
C11 -4.816 -2.583 -3.432  -0.631
O19 -5.669 -1.960 -2.865  0.129
O20 -4.816 -2.902 -4.714  0.007
C12 -5.877 -2.425 -5.546  -0.023
H19 -2.912 -3.633 -0.997  0.085
H20 -4.594 -4.105 -1.332  0.108
H21 -4.261 -2.454 -0.971  0.061
H22 -6.793 -2.944 -5.255  0.100
H23 -5.549 -2.563 -6.565  0.095
H24 -6.123 -1.394 -5.282  0.095
C13 2.171 1.526 4.261  0.037
O21 2.761 0.958 3.065  0.050
C14 2.070 0.932 1.967  -0.575
O22 0.935 1.393 1.817  0.017
O23 2.646 0.369 0.944  0.036
C15 3.978 -0.165 1.050  0.035
H25 2.699 1.061 5.087  0.108
H26 1.105 1.328 4.267  0.080
H27 2.387 2.591 4.303  0.110
H28 3.924 -1.237 1.221  0.116
H29 4.568 0.368 1.787  0.107
H30 4.501 0.000 0.110  0.086